(1)
Density functional theory data (ωB97M-V with the def2-TZVPD basis set) for CH7O2 as an isolated structure.

Its spin multiplicity is 2. The maximum force is 3.7 eV Å⁻¹. For the HOMO energy (spin up / spin down), the calculation gives -0.9284 / -0.9208 hartree. As for the expectation value of S²: 0.754. The LUMO energy (spin up / spin down) comes out at -10.05 / -17.83 eV. Its HOMO-LUMO gap (spin up / spin down) is 15.21 / 7.23 eV. Its total charge is +2.

Last column: Löwdin spin population.
Cartesian coordinates (Å):
O: -1.825 -0.288 -0.094  0.0609
H: -1.864 -0.628 -1.016  0.0009
H: -2.526 0.406 0.014  0.0008
H: -0.693 0.289 -0.028  0.0053
C: 1.672 -0.320 -0.103  0.1716
O: 0.471 0.589 0.214  0.6099
H: 2.295 0.485 -0.636  0.1020
H: 2.107 -0.610 0.853  0.0221
H: 1.141 -1.087 -0.679  0.0244
H: 0.426 0.913 1.160  0.0021

Force components x, y, z for each atom (eV/Å):
O 2.0907 1.6455 -0.1848
H -0.4945 -0.0824 0.1475
H 0.0871 -0.4890 -0.0828
H -3.3138 -1.3764 -0.7865
C -2.6901 1.2243 0.9895
O 2.2007 -1.1102 0.9297
H 0.2150 -0.4771 -0.3523
H 0.4673 0.1655 0.1571
H 0.8538 0.0501 -0.8059
H 0.5838 0.4496 -0.0115


(2)
Density functional theory data (ωB97M-V with the def2-TZVPD basis set) for a 3-piece molecular cluster, CH7O3 overall.

The maximum force is 1.8 eV Å⁻¹. For the HOMO energy, the calculation gives -0.1411 hartree. The LUMO energy comes out at 4.54 eV. Its HOMO-LUMO gap is 8.38 eV. Its total charge is -1.

Last column: Löwdin charge in e.
Cartesian coordinates (Å):
C: 1.199 -0.324 0.465  -0.3272
O: 0.087 0.484 0.369  -0.3740
H: 1.305 -0.770 1.470  0.0525
H: 1.173 -1.171 -0.253  0.0583
H: 2.139 0.218 0.253  0.0515
H: -1.064 -0.222 0.982  -0.0426
H: -2.360 -0.960 0.638  -0.0314
O: -1.844 -0.747 1.398  -0.1613
H: -0.822 1.236 -2.233  -0.0416
H: 0.103 0.972 -1.055  -0.0357
O: 0.084 1.282 -2.033  -0.1484

Force components x, y, z for each atom (eV/Å):
C -0.1057 -0.0819 -0.0643
O 0.2204 0.1085 -0.0038
H 0.0669 -0.0435 0.0221
H 0.0715 -0.0259 0.0671
H 0.0603 0.0194 0.0373
H 0.2606 0.1589 0.0626
H -0.6244 -0.3068 -0.7324
O 0.1397 0.0349 0.8039
H -1.7290 -0.0515 -0.4984
H 0.0218 0.0277 0.2515
O 1.6178 0.1602 0.0543


(3)
Density functional theory data (ωB97M-V with the def2-TZVPD basis set) for a 3-piece molecular cluster, CH7O3 overall.

The maximum force is 0.9 eV Å⁻¹. For the HOMO energy, the calculation gives -0.1101 hartree. The LUMO energy comes out at 4.38 eV. Its HOMO-LUMO gap is 7.38 eV. Its total charge is -1.

Last column: Löwdin charge in e.
Cartesian coordinates (Å):
C: -0.526 -0.560 -1.540  -0.4591
O: -1.167 -0.375 -0.369  -0.4055
H: -0.852 0.058 -2.415  0.0358
H: 0.565 -0.341 -1.513  0.0315
H: -0.559 -1.603 -1.939  0.0364
H: -1.044 1.104 0.428  -0.0125
H: -0.631 0.970 1.845  0.0011
O: -0.665 1.673 1.176  -0.1751
H: 2.108 0.066 1.048  0.0229
H: 1.241 -1.017 0.471  0.0140
O: 2.175 -0.790 0.612  -0.0896

Force components x, y, z for each atom (eV/Å):
C 0.5693 -0.0813 -0.6386
O -0.2880 0.1550 0.3865
H -0.3401 0.0847 0.1295
H 0.1700 0.0474 0.0641
H -0.1457 -0.0930 0.0742
H 0.5317 -0.2962 -0.0925
H 0.0627 0.4366 -0.2136
O -0.3207 -0.3474 0.3340
H -0.0453 0.0371 -0.1304
H -0.0713 0.1205 -0.2089
O -0.1226 -0.0634 0.2957


(4)
Density functional theory data (ωB97M-V with the def2-TZVPD basis set) for a 3-piece molecular cluster, CH7O3 overall.

The maximum force is 1.2 eV Å⁻¹. For the HOMO energy, the calculation gives -0.1327 hartree. The LUMO energy comes out at 4.43 eV. Its HOMO-LUMO gap is 8.04 eV. Its total charge is -1.

Last column: Löwdin charge in e.
Cartesian coordinates (Å):
C: -0.631 0.840 -0.225  -0.3916
O: 0.065 -0.331 -0.228  -0.3798
H: -1.704 0.779 0.047  0.0491
H: -0.215 1.610 0.479  0.0470
H: -0.540 1.372 -1.197  0.0491
H: -0.306 -0.498 1.491  -0.0155
H: -0.637 0.306 2.687  -0.0004
O: -0.572 -0.627 2.447  -0.1339
H: 1.484 -1.512 -2.516  -0.0258
H: 1.126 -0.834 -1.202  -0.0318
O: 1.930 -1.105 -1.782  -0.1664

Force components x, y, z for each atom (eV/Å):
C 0.7966 0.7921 -0.5113
O -0.6043 -0.2795 0.8505
H -0.0722 -0.1924 -0.1765
H -0.0531 -0.1343 0.1313
H -0.4128 -0.0214 -0.0683
H 0.1970 -0.9400 -0.2629
H -0.1050 -0.1676 0.3743
O 0.0769 0.7744 -0.2777
H -0.0681 -0.3233 -0.5742
H 0.4408 0.4192 0.2688
O -0.1958 0.0729 0.2460


(5)
Density functional theory data (ωB97M-V with the def2-TZVPD basis set) for a 3-piece molecular cluster, CH8N2O2 overall.

The maximum force is 2.7 eV Å⁻¹. For the HOMO energy, the calculation gives -0.3179 hartree. The LUMO energy comes out at 0.89 eV. Its HOMO-LUMO gap is 9.54 eV.

Last column: Löwdin charge in e.
Cartesian coordinates (Å):
H: -1.478 -0.796 -1.461  0.0466
N: -0.931 0.009 -1.131  -0.0039
C: -1.506 0.417 -0.022  -0.3411
N: -1.581 -0.310 1.104  0.1210
H: -2.012 1.361 -0.067  0.0989
H: -0.820 -0.743 1.547  0.0533
H: -2.366 -0.098 1.693  0.0943
O: 1.326 -0.777 1.431  -0.0600
H: 2.195 -0.398 1.260  0.0441
H: 1.079 -0.946 0.525  0.0045
O: 2.307 0.602 -1.386  -0.0563
H: 2.430 0.985 -2.232  0.0118
H: 1.358 0.693 -1.259  -0.0131

Force components x, y, z for each atom (eV/Å):
H 1.4651 -0.7225 0.5357
N -1.3478 1.0305 0.3623
C 1.2171 -1.3970 -1.9350
N -2.3287 0.8201 -0.0812
H -0.1418 1.0354 0.7263
H 1.2082 -0.9117 0.0172
H 0.1365 0.2754 0.5618
O 0.3248 0.1036 0.0432
H 0.2194 0.1870 0.4562
H -0.5486 -0.3307 -0.7073
O -0.1940 -0.4630 1.2846
H 0.4293 0.5332 -1.3414
H -0.4396 -0.1604 0.0776


(6)
Density functional theory data (ωB97M-V with the def2-TZVPD basis set) for one molecule with the formula CH8N2OSi.

The maximum force is 4.2 eV Å⁻¹. For the HOMO energy, the calculation gives -0.3344 hartree. The LUMO energy comes out at 0.75 eV. Its HOMO-LUMO gap is 9.85 eV.

Last column: Löwdin charge in e.
Cartesian coordinates (Å):
C: 2.197 -0.107 0.032  -0.2755
O: 1.172 0.852 0.011  -0.3731
Si: -0.796 0.127 -0.509  0.5390
N: -1.731 1.353 0.219  -0.0899
N: -1.076 -1.349 0.345  -0.1158
H: 3.078 0.317 0.659  0.1011
H: 2.627 -0.381 -0.903  0.0418
H: 1.694 -1.015 0.455  0.0469
H: -0.990 0.157 -1.963  -0.0271
H: -2.455 1.864 -0.230  0.0058
H: -1.456 1.876 1.050  0.0431
H: -0.367 -1.738 0.946  0.0064
H: -1.894 -1.956 -0.111  0.0971

Force components x, y, z for each atom (eV/Å):
C -0.2705 0.1077 2.2053
O -3.6615 -0.9599 -1.4957
Si 2.9290 1.7862 2.4045
N 0.4092 0.4029 0.3195
N -1.8513 -0.5211 -2.4658
H -1.4867 -0.9619 -0.6294
H 0.1739 -0.0659 -1.1902
H 1.4210 0.1355 0.1053
H -0.0063 -0.2580 0.0145
H -0.3628 0.2389 -0.6562
H 0.1571 -0.6037 -0.3097
H -0.4038 -0.6389 -0.1664
H 2.9528 1.3382 1.8643